Entry from the OMol25 dataset: a cluster of 9 separate species, C48H121N7O16 in total in a non-equilibrium geometry (wB97M-V/def2-TZVPD).

The geometry in XYZ format:
```
192
C48H121N7O16 (wB97M-V/def2-TZVPD)
C 3.2718 5.3168 -1.0135
O 2.0259 5.8339 -0.5809
C 0.9351 5.7806 -1.4715
C 0.1306 4.4834 -1.4612
N 0.8573 3.2460 -1.6714
C 1.0782 2.9526 -3.0947
C 2.1469 1.8995 -3.2554
O 3.3670 2.4605 -2.7802
C 4.3663 1.4863 -2.5251
H 3.3579 4.2348 -0.9952
H 4.0137 5.7399 -0.3298
H 3.5826 5.7282 -1.9817
H 1.2841 6.0669 -2.4733
H 0.2502 6.5761 -1.1644
H -0.6208 4.6910 -2.2285
H -0.3384 4.4287 -0.4748
H 1.7091 3.3102 -1.1359
H 1.4349 3.8865 -3.5650
H 0.1480 2.7302 -3.6207
H 2.2628 1.6119 -4.3029
H 1.9186 1.0577 -2.5910
H 4.5285 1.3968 -1.4416
H 5.3140 1.8394 -2.9353
H 4.1301 0.4884 -2.8960
C -1.5878 8.7385 1.5624
O -0.6514 8.4812 2.5794
C 0.3243 7.5438 2.2112
C -0.0783 6.1114 2.5378
N 1.0248 5.2303 2.1614
C 0.7352 3.8106 2.3377
C 0.4859 3.4426 3.8041
O -0.7696 3.8504 4.2770
C -0.8455 4.0924 5.6583
H -2.0804 7.8300 1.2034
H -1.1191 9.2687 0.7238
H -2.3330 9.4073 1.9910
H 1.2831 7.7319 2.7025
H 0.5801 7.5916 1.1388
H -0.9335 5.7831 1.9167
H -0.3750 6.0585 3.5786
H 1.2504 5.3713 1.1803
H 1.6271 3.2175 2.1101
H -0.0983 3.4985 1.6847
H 1.3824 3.9359 4.2145
H 0.6095 2.3584 3.9337
H 0.0986 3.9924 6.1925
H -1.6353 3.4887 6.1176
H -1.2150 5.1160 5.8276
C -1.0141 -1.1794 2.7598
O -2.1319 -2.0515 2.9601
C -2.2070 -3.1299 2.0423
C -2.6364 -2.6972 0.6569
N -2.4314 -3.7002 -0.3667
C -3.3061 -4.8644 -0.2267
C -4.5255 -4.8277 -1.1411
O -4.2952 -5.3527 -2.4292
C -4.2042 -6.7678 -2.4694
H -1.2095 -0.6383 1.8274
H -0.0830 -1.7392 2.6820
H -1.1062 -0.4105 3.5229
H -2.8898 -3.8836 2.4312
H -1.2047 -3.5904 2.0375
H -2.1554 -1.7693 0.3741
H -3.7034 -2.4044 0.7214
H -2.5341 -3.3271 -1.3026
H -3.6710 -4.9952 0.7942
H -2.7750 -5.8048 -0.4172
H -4.9040 -3.8029 -1.2234
H -5.4194 -5.3355 -0.7387
H -5.0095 -7.1994 -1.8604
H -3.2118 -7.0953 -2.1651
H -4.4533 -7.0653 -3.4871
C -1.5653 -2.2997 -4.7206
O -2.5889 -1.3606 -4.8202
C -3.7986 -1.9940 -5.2588
C -4.9088 -0.9803 -5.3798
N -4.4095 0.3082 -5.9020
C -5.5210 1.1777 -6.2114
C -5.0202 2.4685 -6.8272
O -4.5625 3.2896 -5.7518
C -3.9350 4.4729 -6.1594
H -1.7993 -3.1241 -4.0326
H -0.7039 -1.8140 -4.2435
H -1.2084 -2.6438 -5.6981
H -4.0547 -2.8041 -4.5695
H -3.5145 -2.4104 -6.2346
H -5.3843 -0.7472 -4.4209
H -5.6270 -1.3357 -6.1201
H -3.8547 0.6834 -5.1394
H -6.1490 1.4699 -5.3571
H -6.1464 0.6914 -6.9650
H -5.9074 2.9642 -7.2651
H -4.2683 2.4267 -7.6167
H -3.2107 4.7602 -5.3865
H -4.6295 5.3239 -6.1806
H -3.3675 4.3952 -7.0907
C 5.6764 -3.0425 2.4325
O 6.5319 -3.6796 3.3428
C 7.1657 -2.7795 4.2505
C 6.4111 -2.5157 5.5489
N 5.8670 -3.7123 6.1736
C 4.5967 -4.1305 5.6037
C 3.9606 -5.2947 6.3298
O 3.6318 -4.8289 7.6415
C 3.0317 -5.8314 8.4487
H 5.2868 -3.7239 1.6794
H 6.1405 -2.1593 1.9796
H 4.7768 -2.7137 2.9784
H 7.4575 -1.8552 3.7403
H 8.0702 -3.3476 4.4890
H 5.6071 -1.7784 5.3849
H 7.1472 -2.1031 6.2422
H 5.6581 -3.5481 7.1534
H 4.8279 -4.5073 4.6039
H 3.8074 -3.3684 5.5000
H 4.5842 -6.1910 6.3930
H 3.0223 -5.5095 5.8011
H 2.6915 -5.2563 9.3083
H 3.7636 -6.5749 8.7798
H 2.2051 -6.3357 7.9427
C 2.4535 -0.6506 2.1102
O 2.0218 -0.8003 0.7778
C 1.2062 0.2753 0.3652
C 0.2368 -0.3135 -0.6566
N -0.7673 0.6980 -0.9797
C -1.7326 0.2260 -1.9639
C -2.7892 1.2757 -2.2377
O -3.9827 0.7429 -2.7990
C -4.7083 -0.0243 -1.8880
H 1.6721 -0.5567 2.8647
H 3.0619 0.2726 2.0994
H 3.1892 -1.3783 2.4507
H 1.7387 1.1484 -0.0366
H 0.5834 0.7145 1.1604
H -0.1925 -1.2346 -0.2800
H 0.8187 -0.5108 -1.5732
H -0.2921 1.5013 -1.3917
H -2.1924 -0.6886 -1.5758
H -1.3269 -0.1379 -2.9235
H -2.4226 2.0412 -2.9230
H -3.0828 1.7564 -1.2949
H -4.3659 -1.0627 -1.8848
H -5.7787 -0.0239 -2.1171
H -4.6810 0.4124 -0.8789
C 3.9507 -3.2691 -1.0202
O 3.0845 -2.8076 -2.0222
C 2.9986 -3.6461 -3.1764
C 1.5729 -4.1830 -3.2990
N 1.3485 -5.2635 -2.3912
C -0.0193 -5.7555 -2.4220
C -0.2272 -6.8955 -1.4438
O 0.6606 -7.9449 -1.6907
C 0.7518 -8.9265 -0.6780
H 3.7481 -2.6758 -0.1242
H 4.9865 -3.0292 -1.3032
H 3.9227 -4.3159 -0.6953
H 3.7655 -4.4236 -3.1509
H 3.1925 -3.0130 -4.0498
H 1.5385 -4.4990 -4.3483
H 0.9775 -3.2613 -3.1943
H 1.6404 -5.0551 -1.4456
H -0.3434 -5.9470 -3.4470
H -0.7312 -4.9863 -2.0573
H -1.2660 -7.2495 -1.4749
H -0.0073 -6.4421 -0.4592
H 1.4143 -9.6833 -1.0940
H -0.2022 -9.4246 -0.4782
H 1.1989 -8.4477 0.1975
C 3.6488 2.6948 5.8617
C 4.5945 2.4348 4.7002
C 6.0183 2.8837 5.0279
O 4.5511 1.0139 4.5719
H 4.0828 2.3096 6.7887
H 2.7179 2.1362 5.7355
H 3.3537 3.7328 6.0206
H 4.2226 2.9979 3.8362
H 6.0422 3.7658 5.6664
H 6.5559 3.1322 4.1066
H 6.5800 2.0781 5.5014
H 5.2252 0.7807 3.9232
C -6.5177 3.8960 -0.6035
C -5.9573 4.5877 -1.8274
C -5.9111 3.7089 -3.0457
O -6.8638 5.7078 -2.1105
H -6.6451 4.6057 0.2143
H -5.8898 3.0721 -0.2479
H -7.4951 3.4422 -0.7948
H -5.0547 5.1682 -1.6402
H -5.1448 2.9280 -2.9130
H -5.7173 4.1992 -3.9853
H -6.7837 3.0437 -3.0485
H -7.7714 5.4474 -1.9270
```

Results
Frontier orbital gap ... 8.83 eV
M ... 1052.529 g/mol
Energy above the lowest of the compared OMol25 structures with the same formula, charge and spin ... 200.2 kJ/mol
DFT total energy ... -3488.15058 hartree


Entry from the OMol25 dataset: a structure of composition C46H41N6O3PtSb (wB97M-V/def2-TZVPD).

The geometry in XYZ format:
```
98
C46H41N6O3PtSb (wB97M-V/def2-TZVPD)
Pt -0.2123 -0.2764 -0.0426
O -6.5362 -0.8023 4.2613
N -5.6893 0.0348 4.0535
O -5.7096 1.1838 4.4415
C -4.4993 -0.4001 3.2824
C -4.1453 -1.6890 3.4241
C -2.9889 -2.2026 2.7629
C -2.5926 -3.5446 2.8990
C -1.4844 -3.9858 2.2284
C -0.7837 -3.0862 1.4235
N -1.1326 -1.8193 1.2863
C -2.2247 -1.3540 1.9469
C -2.6315 0.0352 1.7947
N -1.8864 0.8288 0.9958
C -2.2290 2.0887 0.8057
C -3.3597 2.6442 1.4001
C -4.1352 1.8712 2.2227
C -3.7736 0.5290 2.4578
H -4.7455 -2.3402 4.0452
H -3.1668 -4.2144 3.5264
H -1.1470 -5.0094 2.3056
H 0.0909 -3.4049 0.8711
H -1.5915 2.6714 0.1534
H -3.6142 3.6761 1.2045
H -5.0116 2.2868 2.6923
C 6.9269 -2.0014 4.6167
C 6.6359 -0.6880 3.9527
C 6.6398 0.5032 4.6741
C 6.3636 1.7149 4.0631
C 6.0970 1.7594 2.6983
N 5.8458 3.0248 2.1087
C 5.1974 3.3036 0.9429
O 5.3994 4.2849 0.2669
N 4.1958 2.3933 0.5438
C 3.2810 1.7120 1.3146
C 3.2679 1.6596 2.7107
C 2.2807 0.9291 3.3454
C 1.3022 0.2852 2.6090
N 1.3053 0.3494 1.2752
C 2.2660 1.0289 0.6448
C 6.1071 0.5834 1.9554
C 6.3646 -0.6216 2.5880
H 7.3377 -1.8534 5.6140
H 7.6476 -2.5806 4.0390
H 6.0205 -2.6020 4.7154
H 6.8662 0.4864 5.7329
H 6.3683 2.6293 4.6442
H 6.4430 3.7844 2.3999
H 3.8998 2.6151 -0.3958
H 4.0119 2.1860 3.2917
H 2.2609 0.8695 4.4243
H 0.5086 -0.2857 3.0705
H 2.2196 1.0443 -0.4421
H 5.9494 0.6084 0.8857
H 6.3868 -1.5296 1.9967
C -2.0091 -0.2422 -5.5146
C -1.9980 -1.6414 -4.9665
C -2.1819 -2.7334 -5.8122
C -2.1497 -4.0311 -5.3305
C -1.9313 -4.2778 -3.9817
C -1.7447 -3.2103 -3.1206
C -1.7788 -1.9082 -3.6103
Sb -1.4856 -0.3325 -2.2643
C -3.2403 0.8367 -2.1857
C -3.3100 2.1743 -2.5569
C -4.4808 2.8956 -2.3863
C -5.5925 2.2774 -1.8344
C -5.5257 0.9432 -1.4615
C -4.3597 0.2005 -1.6276
C -4.3474 -1.2471 -1.2113
C 0.2624 0.7900 -2.7454
C 0.3112 2.1812 -2.6151
C 1.5015 2.8760 -2.7448
C 2.6737 2.1799 -3.0066
C 2.6420 0.7983 -3.1306
C 1.4567 0.0771 -2.9975
C 1.5129 -1.4179 -3.1692
H -2.3304 -0.2360 -6.5541
H -1.0130 0.2054 -5.4753
H -2.6910 0.4057 -4.9588
H -2.3541 -2.5579 -6.8668
H -2.2975 -4.8567 -6.0139
H -1.9078 -5.2918 -3.6066
H -1.5741 -3.3958 -2.0646
H -2.4676 2.6736 -3.0213
H -4.5245 3.9303 -2.6987
H -6.5152 2.8274 -1.7054
H -6.3985 0.4602 -1.0388
H -5.2242 -1.4811 -0.6096
H -3.4666 -1.4971 -0.6055
H -4.3501 -1.9169 -2.0746
H -0.5866 2.7465 -2.3955
H 1.5118 3.9535 -2.6491
H 3.6092 2.7125 -3.1245
H 3.5586 0.2610 -3.3406
H 2.5415 -1.7674 -3.1043
H 1.1170 -1.7240 -4.1400
H 0.9419 -1.9536 -2.4070
```

Results
Net charge ... +2
Frontier orbital gap (alpha / beta) ... 5.70 / 5.80 eV
M ... 1042.711 g/mol
DFT total energy ... -2690.76309 hartree


Entry from the OMol25 dataset: an isolated molecule of C9H6O2 in a non-equilibrium geometry (wB97M-V/def2-TZVPD).

The geometry in XYZ format:
```
17
C9H6O2 (wB97M-V/def2-TZVPD)
O 1.1055 3.8779 0.9338
C 0.9417 2.6838 0.7152
C 1.8249 1.8347 1.4890
C 1.7589 0.4468 1.6362
C 0.7782 -0.4367 1.0455
C 0.6620 -1.7735 1.3538
O -0.2839 -2.3437 0.4983
C -0.7433 -1.3544 -0.3327
C -0.1910 -0.1526 -0.0404
C -0.4608 1.0836 -0.6987
C 0.0168 2.3182 -0.3521
H 2.5959 2.3551 2.0552
H 2.5638 0.0780 2.2976
H 1.2374 -2.2987 2.0959
H -1.4415 -1.5414 -1.1471
H -1.0972 1.0811 -1.5743
H -0.2713 3.1380 -0.9792
```

Results
Frontier orbital gap ... 8.68 eV
M ... 146.145 g/mol
Energy above the lowest of the compared OMol25 structures with the same formula, charge and spin ... 158.7 kJ/mol
DFT total energy ... -496.97039 hartree